Formula: C36H36F12O36
Source: the OMol25 dataset
Level of theory: ωB97M-V/def2-TZVPD

Cartesian coordinates (Å):
1 O -2.524 1.733 -1.140
2 C -3.485 2.121 -1.720
3 O -4.652 2.512 -1.198
4 C -5.515 2.911 -2.279
5 C -4.815 2.314 -3.528
6 F -4.910 3.161 -4.566
7 O -3.499 2.223 -3.069
8 H -6.576 2.698 -2.218
9 H -5.384 3.996 -2.352
10 H -5.328 1.373 -3.734
11 O 1.505 5.341 4.309
12 C 1.269 4.203 4.102
13 O 2.142 3.199 4.262
14 C 1.538 1.971 3.824
15 C 0.059 2.314 3.877
16 F -0.557 2.084 5.072
17 O 0.073 3.715 3.710
18 H 1.828 1.886 2.776
19 H 1.862 1.078 4.348
20 H -0.580 1.861 3.126
21 O -5.238 -5.033 0.871
22 C -4.088 -4.968 0.610
23 O -3.201 -4.130 1.166
24 C -2.002 -4.118 0.425
25 C -2.160 -5.329 -0.500
26 F -1.392 -6.345 0.043
27 O -3.490 -5.685 -0.396
28 H -1.841 -3.177 -0.104
29 H -1.122 -4.235 1.053
30 H -1.782 -5.220 -1.511
31 O -6.947 -0.078 -2.173
32 C -6.364 -0.491 -1.233
33 O -6.857 -1.224 -0.239
34 C -5.859 -1.443 0.762
35 C -4.663 -0.658 0.237
36 F -3.553 -1.462 0.153
37 O -5.027 -0.263 -1.038
38 H -6.208 -1.228 1.767
39 H -5.620 -2.512 0.782
40 H -4.379 0.119 0.947
41 O 6.060 4.875 -0.551
42 C 6.042 3.793 -0.081
43 O 7.149 3.108 0.278
44 C 6.785 1.828 0.764
45 C 5.261 1.897 0.851
46 F 4.852 2.051 2.148
47 O 4.923 3.051 0.143
48 H 7.143 1.102 0.040
49 H 7.184 1.552 1.740
50 H 4.733 1.027 0.466
51 O 5.305 -4.267 2.339
52 C 4.156 -4.144 2.095
53 O 3.226 -5.124 2.120
54 C 1.973 -4.563 1.749
55 C 2.196 -3.073 1.934
56 F 1.868 -2.687 3.208
57 O 3.573 -2.951 1.741
58 H 1.813 -4.678 0.672
59 H 1.148 -4.941 2.341
60 H 1.658 -2.444 1.231
61 O 1.087 1.513 -4.456
62 C 0.447 2.496 -4.348
63 O -0.459 2.703 -3.354
64 C -1.005 4.002 -3.446
65 C -0.301 4.626 -4.665
66 F 0.475 5.669 -4.247
67 O 0.565 3.621 -5.086
68 H -2.075 3.972 -3.623
69 H -0.771 4.557 -2.539
70 H -1.004 5.005 -5.401
71 O 2.711 0.079 0.840
72 C 1.631 0.172 0.351
73 O 1.205 -0.360 -0.808
74 C -0.144 0.082 -1.025
75 C -0.592 0.169 0.443
76 F -0.820 -1.093 0.943
77 O 0.581 0.693 1.014
78 H -0.243 1.086 -1.428
79 H -0.780 -0.633 -1.538
80 H -1.469 0.778 0.617
81 O 5.285 -0.085 -5.548
82 C 4.916 0.227 -4.475
83 O 4.004 -0.393 -3.713
84 C 3.824 0.312 -2.479
85 C 5.036 1.213 -2.471
86 F 6.085 0.543 -1.906
87 O 5.344 1.370 -3.820
88 H 2.869 0.821 -2.617
89 H 3.772 -0.323 -1.599
90 H 4.954 2.192 -2.020
91 O -3.503 1.068 -7.107
92 C -3.133 0.241 -6.350
93 O -3.851 -0.888 -6.066
94 C -3.063 -1.712 -5.211
95 C -2.220 -0.647 -4.512
96 F -1.004 -1.035 -4.057
97 O -2.090 0.353 -5.494
98 H -3.679 -2.163 -4.436
99 H -2.506 -2.458 -5.774
100 H -2.746 -0.266 -3.633
101 O 3.791 -1.681 6.853
102 C 4.102 -1.457 5.736
103 O 3.283 -1.018 4.745
104 C 4.124 -0.405 3.769
105 C 5.426 -1.205 3.911
106 F 6.497 -0.356 3.797
107 O 5.361 -1.623 5.243
108 H 3.644 -0.477 2.798
109 H 4.372 0.636 3.981
110 H 5.530 -1.967 3.139
111 O -2.999 1.481 2.748
112 C -3.058 0.453 3.335
113 O -4.155 -0.320 3.437
114 C -3.903 -1.403 4.344
115 C -2.377 -1.381 4.445
116 F -1.819 -2.200 3.524
117 O -2.103 -0.038 4.163
118 H -4.443 -1.235 5.275
119 H -4.305 -2.320 3.914
120 H -2.004 -1.609 5.439

Cartesian forces (eV/Å) of the 2 atoms listed first:
0.0 0.0 0.6
-0.3 0.1 -0.3

## Properties
Molar mass (g mol⁻¹): 1272.6
ΔE to the lowest compared entry with this formula, charge and spin (kcal per mole): 6.46
Structure (SMILES): O=C1OC[C@@H](F)O1.O=C1OC[C@@H](F)O1.O=C1OC[C@@H](F)O1.O=C1OC[C@@H](F)O1.O=C1OC[C@@H](F)O1.O=C1OC[C@@H](F)O1.O=C1OC[C@@H](F)O1.O=C1OC[C@@H](F)O1.O=C1OC[C@@H](F)O1.O=C1OC[C@@H](F)O1.O=C1OC[C@@H](F)O1.O=C1OC[C@@H](F)O1
Total energy (eV): -144238.0211
Kohn-Sham gap (eV): 10.62
LUMO level (eV): -0.56
E_HOMO (Eh): -0.4109

Atom charges from the Mulliken analysis, given in e for atoms 1 to 5: atom 1 (O): -0.281, atom 2 (C): 0.218, atom 3 (O): -0.320, atom 4 (C): -0.727, atom 5 (C): 0.478